No. 1
Here is 2 unconnected molecules or ions with the total composition C3H10O2 from the OMol25 dataset. Energies are from ωB97M-V/def2-TZVPD.

The geometry in ORCA input format:
```
! wB97M-V def2-TZVPD RIJCOSX def2/J DEFGRID3
* xyz 0 1
C -1.143 1.229 0.356
C -0.198 0.528 1.351
O 0.040 -0.797 0.857
C 1.103 -1.425 1.565
H -0.713 1.221 -0.659
H -1.257 2.276 0.682
H -2.141 0.761 0.319
H -0.666 0.449 2.351
H 0.711 1.151 1.453
H 1.212 -2.460 1.198
H 0.817 -1.458 2.630
H 2.078 -0.916 1.478
O -0.260 -0.375 -4.360
H -0.067 -0.268 -5.319
H 0.483 0.084 -3.905
*
```

The electronic energy comes out at -270.74560 Ha. The calculation puts the HOMO-LUMO gap at 10.7 eV. As for the SMILES: CCOC.O. As for the energy above the lowest of the compared OMol25 structures with the same formula, charge and spin: 68.8 kJ/mol.



No. 2
Here is a single FH3N2O molecule from the OMol25 dataset. Energies are from ωB97M-V/def2-TZVPD.

The geometry in ORCA input format:
```
! wB97M-V def2-TZVPD RIJCOSX def2/J DEFGRID3
* xyz 0 1
N -0.794 -0.402 0.185
N 0.544 -0.317 0.536
O 1.181 0.919 -0.396
F 0.965 0.419 -1.717
H -1.061 -1.184 -0.436
H -1.518 0.262 0.406
H 0.682 0.303 1.422
*
```

The electronic energy comes out at -286.18949 Ha. The calculation puts the HOMO-LUMO gap at 11.1 eV. As for the SMILES: NNOF. As for the energy above the lowest of the compared OMol25 structures with the same formula, charge and spin: 348.2 kJ/mol.



No. 3
Here is 2 unconnected molecules or ions with the total composition C4H11N3O from the OMol25 dataset. Energies are from ωB97M-V/def2-TZVPD.

The geometry in ORCA input format:
```
! wB97M-V def2-TZVPD RIJCOSX def2/J DEFGRID3
* xyz 0 1
C 0.109 -0.966 -1.033
C 0.049 -0.685 1.724
C 0.603 -0.038 0.499
C 0.405 1.305 0.173
N -0.816 1.754 0.513
N 1.166 1.898 -0.826
N -0.318 -2.287 -1.081
O 1.353 -0.837 -0.404
H -1.018 2.706 0.229
H -1.553 0.942 0.005
H 2.114 1.562 -0.909
H 1.070 2.895 -0.931
H 0.027 -2.846 -0.313
H -1.311 -2.392 -1.222
H 0.035 -0.391 -1.945
H -1.620 -0.075 -0.597
H 0.752 -1.428 2.108
H -0.140 0.064 2.490
H -0.908 -1.183 1.518
*
```

The electronic energy comes out at -398.35160 Ha. The calculation puts the HOMO-LUMO gap at 8.3 eV. As for the energy above the lowest of the compared OMol25 structures with the same formula, charge and spin: 531.8 kJ/mol.



No. 4
Here is a single C4H4N2O molecule from the OMol25 dataset. Energies are from ωB97M-V/def2-TZVPD.

The geometry in ORCA input format:
```
! wB97M-V def2-TZVPD RIJCOSX def2/J DEFGRID3
* xyz 0 1
O -2.748 -1.103 -0.006
C -2.005 -0.154 0.040
C -0.473 -0.117 0.237
C 0.120 1.096 -0.013
N 1.458 1.072 -0.230
C 1.795 -0.186 -0.106
N 0.775 -1.030 0.159
H -2.466 0.866 -0.146
H -0.407 2.041 -0.064
H 2.840 -0.491 -0.208
H 1.112 -1.996 0.337
*
```

The electronic energy comes out at -339.52934 Ha. The calculation puts the HOMO-LUMO gap at 10.1 eV. As for the SMILES: O=Cc1cnc[nH]1. As for the energy above the lowest of the compared OMol25 structures with the same formula, charge and spin: 137.4 kJ/mol.



No. 5
Here is a molecular structure, C17H23FMnN5O2 from the OMol25 dataset. Energies are from ωB97M-V/def2-TZVPD.

The geometry in ORCA input format:
```
! wB97M-V def2-TZVPD RIJCOSX def2/J DEFGRID3
* xyz 3 4
Mn 0.479 -0.013 -0.882
N -0.229 -0.606 0.869
C -0.409 0.552 1.828
C -1.681 0.347 2.671
C -2.252 1.549 3.442
C -1.326 2.177 4.504
N -1.286 3.635 4.464
C -2.161 4.450 5.063
N -3.155 3.967 5.803
N -2.048 5.765 4.904
C -0.326 1.841 1.010
O -0.545 2.936 1.407
O 0.060 1.598 -0.283
H -1.143 -1.035 0.692
H 0.360 -1.329 1.281
H 0.483 0.556 2.462
H -1.477 -0.470 3.368
H -2.478 -0.007 2.009
H -3.154 1.161 3.918
H -2.581 2.327 2.758
H -0.295 1.836 4.398
H -1.605 1.868 5.512
H -0.571 4.071 3.905
H -3.222 2.991 6.032
H -3.784 4.588 6.288
H -1.314 6.168 4.347
H -2.659 6.405 5.384
C -0.171 -2.830 -4.518
C -0.102 -1.441 -4.520
C 0.120 -0.812 -3.314
N 0.267 -1.486 -2.158
C 0.202 -2.828 -2.157
C -0.019 -3.527 -3.325
H -0.339 -3.367 -5.443
H -0.212 -0.864 -5.426
H 0.192 0.285 -3.275
H 0.331 -3.331 -1.208
H -0.071 -4.607 -3.297
F 6.343 -0.457 -0.500
C 5.029 -0.434 -0.518
C 4.347 -1.597 -0.157
C 2.960 -1.600 -0.177
C 2.361 -0.413 -0.560
C 2.996 0.774 -0.882
C 4.391 0.741 -0.886
H 4.906 -2.484 0.111
H 2.416 -2.505 0.055
H 2.483 1.700 -1.129
H 4.969 1.619 -1.141
*
```

The electronic energy comes out at -2335.75642 Ha. The calculation puts the HOMO-LUMO gap (spin up / spin down) at 6.0 / 7.7 eV.



No. 6
Here is 2 unconnected molecules or ions with the total composition H2NO4S from the OMol25 dataset. Energies are from ωB97M-V/def2-TZVPD.

The geometry in ORCA input format:
```
! wB97M-V def2-TZVPD RIJCOSX def2/J DEFGRID3
* xyz -1 1
N 1.895 0.025 0.445
O -1.040 -1.231 -0.385
O -1.315 1.289 -0.293
O 1.314 -1.071 0.176
O 1.226 1.076 0.152
S -1.732 -0.112 0.553
H 0.005 -1.292 -0.334
H -0.352 1.316 -0.314
*
```

The electronic energy comes out at -755.06360 Ha. The calculation puts the HOMO-LUMO gap at 7.6 eV. As for the energy above the lowest of the compared OMol25 structures with the same formula, charge and spin: 143.9 kJ/mol.